Below is an isolated ion of composition C5HF7N and charge +1 in a non-equilibrium geometry, with properties calculated with wB97M-V/def2-TZVPD.

gap between HOMO and LUMO	9.2318	eV
SMILES	C#[N+]C(F)=C(C(F)(F)F)C(F)(F)F
energy relative to the best compared isomer or geometry (same formula, charge and spin)	0.0	kJ/mol
largest force on an atom	4.86	eV/A

The geometry in ORCA input format:
```
! wB97M-V def2-TZVPD RIJCOSX def2/J DEFGRID3
* xyz 1 1
C -2.383 -0.149 1.840
N -1.474 0.273 1.284
C -0.329 0.723 0.780
F 0.043 1.855 1.404
C 0.421 0.065 -0.164
C 1.695 0.767 -0.721
F 2.452 -0.032 -1.333
F 1.256 1.751 -1.677
F 2.258 1.511 0.177
C -0.021 -1.299 -0.800
F 0.637 -1.439 -1.927
F -1.317 -1.245 -1.022
F 0.171 -2.326 0.044
H -3.408 -0.453 2.115
*
```

Below is C4H4Br2O as an isolated structure in a non-equilibrium geometry, with properties calculated with wB97M-V/def2-TZVPD.

gap between HOMO and LUMO	9.4761	eV
energy relative to the best compared isomer or geometry (same formula, charge and spin)	128.5	kJ/mol
largest force on an atom	5.65	eV/A

The geometry in ORCA input format:
```
! wB97M-V def2-TZVPD RIJCOSX def2/J DEFGRID3
* xyz 0 1
C -0.141 1.542 1.669
C -1.161 1.334 2.381
C -3.013 -1.758 -0.906
C -3.179 -0.454 -0.578
O 0.737 1.856 0.973
Br -4.273 -0.044 1.127
Br -2.502 1.086 -1.300
H -2.070 2.054 2.276
H -1.278 0.398 3.054
H -2.339 -1.805 -1.813
H -3.410 -2.619 -0.468
*
```

Below is C3H4Br2 in the gas phase in a non-equilibrium geometry, with properties calculated with wB97M-V/def2-TZVPD.

gap between HOMO and LUMO	9.9689	eV
SMILES	C=C(Br)CBr
energy relative to the best compared isomer or geometry (same formula, charge and spin)	0.0	kJ/mol
largest force on an atom	2.46	eV/A

The geometry in ORCA input format:
```
! wB97M-V def2-TZVPD RIJCOSX def2/J DEFGRID3
* xyz 0 1
C -1.129 0.485 -0.745
C -0.144 0.393 0.091
Br -0.207 1.680 1.508
C 0.929 -0.631 0.204
Br 0.539 -2.183 1.424
H -1.730 1.413 -0.757
H -1.170 -0.232 -1.563
H 1.175 -0.791 -0.869
H 1.737 -0.133 0.707
*
```

Below is HI2OP as an isolated structure in a non-equilibrium geometry, with properties calculated with wB97M-V/def2-TZVPD.

gap between HOMO and LUMO (alpha / beta)	6.7611 / 6.7587	eV
energy relative to the best compared isomer or geometry (same formula, charge and spin)	346.3	kJ/mol
largest force on an atom	2.99	eV/A

The geometry in ORCA input format:
```
! wB97M-V def2-TZVPD RIJCOSX def2/J DEFGRID3
* xyz 0 1
O 1.647 0.625 0.529
P -0.443 -0.445 -0.895
I -1.729 1.111 0.383
I -1.112 -2.497 0.231
H 1.637 1.206 -0.248
*
```

Below is C23H27FN6O3 in the gas phase in a non-equilibrium geometry, with properties calculated with wB97M-V/def2-TZVPD.

gap between HOMO and LUMO	8.6640	eV
SMILES	COc1cccc([C@H](c2nnnn2Cc2ccc(F)cc2)N2CCC(C(N)=O)CC2)c1OC
energy relative to the best compared isomer or geometry (same formula, charge and spin)	36.8	kJ/mol
largest force on an atom	1.42	eV/A

The geometry in ORCA input format:
```
! wB97M-V def2-TZVPD RIJCOSX def2/J DEFGRID3
* xyz 0 1
C -4.702 0.840 -1.791
O -3.465 0.292 -1.409
C -2.382 1.125 -1.284
C -2.426 2.479 -1.585
C -1.321 3.289 -1.389
C -0.164 2.760 -0.859
C -0.094 1.406 -0.562
C 1.169 0.862 0.075
C 1.394 1.640 1.326
N 1.789 2.890 1.434
N 1.815 3.168 2.729
N 1.459 2.169 3.423
N 1.186 1.169 2.581
C 0.757 -0.123 3.031
C -0.659 -0.441 2.622
C -1.596 0.563 2.416
C -2.892 0.252 2.044
C -3.238 -1.076 1.890
F -4.499 -1.390 1.519
C -2.330 -2.097 2.102
C -1.037 -1.768 2.463
N 2.328 1.035 -0.791
C 3.582 0.595 -0.187
C 4.162 -0.689 -0.799
C 3.074 -1.690 -1.197
C 2.388 -2.288 0.026
N 1.507 -3.271 -0.274
O 2.598 -1.960 1.175
C 2.053 -1.034 -2.155
C 2.168 0.501 -2.120
C -1.182 0.565 -0.806
O -0.999 -0.768 -0.520
C -1.744 -1.744 -1.218
H -4.672 1.239 -2.810
H -5.408 0.013 -1.747
H -5.025 1.626 -1.100
H -3.334 2.916 -1.968
H -1.380 4.338 -1.634
H 0.699 3.373 -0.657
H 0.992 -0.188 0.353
H 1.442 -0.884 2.640
H 0.838 -0.105 4.124
H -1.321 1.600 2.540
H -3.624 1.025 1.873
H -2.637 -3.123 1.975
H -0.309 -2.548 2.627
H 4.312 1.406 -0.301
H 3.430 0.438 0.881
H 4.746 -0.449 -1.689
H 4.830 -1.152 -0.072
H 3.555 -2.535 -1.705
H 1.345 -3.571 -1.218
H 1.004 -3.721 0.471
H 1.039 -1.313 -1.868
H 2.220 -1.375 -3.179
H 3.035 0.827 -2.699
H 1.278 0.945 -2.572
H -1.233 -2.687 -1.021
H -2.772 -1.809 -0.862
H -1.750 -1.548 -2.294
*
```

Below is a 2-piece molecular cluster, C4H13N4O overall in a non-equilibrium geometry, with properties calculated with wB97M-V/def2-TZVPD.

gap between HOMO and LUMO	10.5158	eV
energy relative to the best compared isomer or geometry (same formula, charge and spin)	250.4	kJ/mol
largest force on an atom	6.82	eV/A

The geometry in ORCA input format:
```
! wB97M-V def2-TZVPD RIJCOSX def2/J DEFGRID3
* xyz 1 1
C 1.581 -0.306 1.694
C -0.210 -1.736 0.781
N -0.868 -2.115 -0.401
N 1.040 -1.315 0.715
N -0.862 -2.168 1.990
H -0.732 -1.723 -1.226
H -1.395 -2.963 -0.574
H 1.648 -1.247 -0.166
H -0.445 -1.989 2.832
H -1.895 -2.132 1.821
H 2.413 0.297 1.258
H 1.954 -0.877 2.694
H 0.823 0.552 1.934
C -0.094 1.800 -2.569
C -0.198 1.505 -1.117
O -0.135 0.421 -0.561
N -0.654 2.588 -0.291
H -0.832 2.584 -2.921
H -0.426 0.862 -3.086
H -0.693 2.443 0.688
H -1.002 3.464 -0.695
H 0.981 2.054 -2.799
*
```

Below is C2H7Cl2N2P in the gas phase in a non-equilibrium geometry, with properties calculated with wB97M-V/def2-TZVPD.

gap between HOMO and LUMO	8.7878	eV
SMILES	CNN=P(C)(Cl)Cl
energy relative to the best compared isomer or geometry (same formula, charge and spin)	169.1	kJ/mol
largest force on an atom	3.86	eV/A

The geometry in ORCA input format:
```
! wB97M-V def2-TZVPD RIJCOSX def2/J DEFGRID3
* xyz 0 1
C -0.370 -1.730 -1.653
N -0.779 -1.583 -0.261
N -0.573 -0.246 0.224
P 0.655 0.548 0.732
C -0.214 2.111 1.129
Cl 2.186 1.197 -0.368
Cl 1.514 -0.072 2.477
H -0.920 -1.103 -2.303
H 0.537 -1.229 -1.919
H -0.370 -2.711 -2.072
H -0.341 -2.238 0.309
H 0.474 2.923 1.488
H -0.835 2.106 0.323
H -0.963 2.027 1.894
*
```

Below is C6H11O3P in the gas phase in a non-equilibrium geometry, with properties calculated with wB97M-V/def2-TZVPD.

gap between HOMO and LUMO	9.8070	eV
SMILES	CO[P@@]1(=O)CC[C@]2(C)O[C@@H]21
energy relative to the best compared isomer or geometry (same formula, charge and spin)	61.9	kJ/mol
largest force on an atom	5.57	eV/A

The geometry in ORCA input format:
```
! wB97M-V def2-TZVPD RIJCOSX def2/J DEFGRID3
* xyz 0 1
C -2.456 1.356 0.812
O -1.548 0.838 -0.186
P -1.297 -0.772 -0.249
O -2.533 -1.550 -0.232
C -0.261 -0.541 -1.783
C 1.044 0.061 -1.101
C 1.380 -0.468 0.160
C 2.606 0.060 0.772
O 0.994 -1.806 0.380
C -0.107 -1.067 0.984
H -2.381 2.468 0.792
H -2.180 1.022 1.850
H -3.465 1.132 0.461
H -0.929 0.205 -2.427
H 0.015 -1.497 -2.312
H 1.816 -0.167 -1.856
H 0.814 1.180 -0.989
H 2.516 1.204 0.863
H 3.480 -0.159 0.132
H 2.716 -0.352 1.805
H -0.223 -1.147 2.127
*
```

Below is C36H40BNP2Pt as an isolated structure in a non-equilibrium geometry, with properties calculated with wB97M-V/def2-TZVPD.

gap between HOMO and LUMO (alpha / beta)	5.3893 / 5.4642	eV
energy relative to the best compared isomer or geometry (same formula, charge and spin)	1.0	kJ/mol
largest force on an atom	3.53	eV/A

The geometry in ORCA input format:
```
! wB97M-V def2-TZVPD RIJCOSX def2/J DEFGRID3
* xyz 2 5
Pt 2.045 0.245 -1.692
C 3.257 1.908 -1.866
C 2.255 2.157 -0.866
C 1.073 3.043 -1.070
C 0.263 2.606 -2.324
C 0.451 1.121 -2.612
C 1.400 0.627 -3.594
C 2.365 1.568 -4.279
C 3.203 2.435 -3.286
C -1.923 -2.527 0.403
H 4.260 1.809 -1.443
H 2.647 2.162 0.159
H 1.353 4.103 -1.113
H 0.418 2.950 -0.187
H -0.802 2.752 -2.093
H 0.488 3.242 -3.198
H -0.437 0.503 -2.431
H 1.049 -0.254 -4.137
H 1.847 2.223 -4.992
H 3.059 0.970 -4.875
H 4.241 2.461 -3.644
H 2.843 3.474 -3.293
H -0.847 -2.535 0.185
H -2.406 -3.432 0.013
H -2.044 -2.477 1.494
P 0.896 0.087 1.854
P -2.589 -1.038 -0.318
C -0.670 0.695 1.177
C -1.507 0.348 0.115
C 1.145 0.761 3.485
C 1.043 2.166 3.573
C 1.324 2.800 4.783
C 1.665 2.050 5.908
C 1.794 0.658 5.811
C 1.580 0.009 4.583
C 2.554 -0.078 1.143
C 2.791 -0.915 -0.067
C 4.186 -1.279 -0.365
C 5.223 -0.805 0.403
C 4.984 0.091 1.456
C 3.673 0.416 1.832
C -4.370 -0.925 0.143
C -4.697 -0.427 1.419
C -6.008 -0.461 1.903
C -7.045 -0.965 1.110
C -6.750 -1.405 -0.185
C -5.430 -1.395 -0.659
C -2.528 -1.216 -2.120
C -1.703 -2.188 -2.707
C -1.641 -2.324 -4.095
C -2.366 -1.449 -4.914
C -3.123 -0.422 -4.341
C -3.231 -0.318 -2.950
H -1.127 1.401 1.909
H -1.904 1.211 -0.462
H 0.764 2.718 2.672
H 1.288 3.885 4.827
H 1.872 2.554 6.852
H 2.092 0.090 6.691
H 1.757 -1.059 4.464
H 2.101 -1.777 -0.180
H 4.365 -1.937 -1.210
H 6.254 -1.116 0.201
H 5.815 0.525 2.000
H 3.530 1.073 2.694
H -3.913 -0.005 2.041
H -6.231 -0.103 2.910
H -8.070 -1.019 1.502
H -7.565 -1.764 -0.817
H -5.242 -1.758 -1.665
H -1.099 -2.836 -2.062
H -1.015 -3.106 -4.535
H -2.323 -1.572 -5.998
H -3.638 0.297 -4.983
H -3.852 0.466 -2.510
B 1.323 -3.737 3.336
C 0.844 -2.557 2.602
N 0.481 -1.573 2.035
H 2.532 -3.704 3.212
H 0.768 -4.654 2.762
H 0.937 -3.546 4.475
*
```

Below is a 2-piece molecular cluster, C9H14 overall in a non-equilibrium geometry, with properties calculated with wB97M-V/def2-TZVPD.

gap between HOMO and LUMO	10.0885	eV
SMILES	Cc1ccccc1.CC
energy relative to the best compared isomer or geometry (same formula, charge and spin)	69.6	kJ/mol
largest force on an atom	2.09	eV/A

The geometry in ORCA input format:
```
! wB97M-V def2-TZVPD RIJCOSX def2/J DEFGRID3
* xyz 0 1
C 1.225 1.833 -2.082
C 0.282 1.148 -1.120
C -0.240 -0.109 -1.348
C -1.244 -0.672 -0.535
C -1.848 0.180 0.387
C -1.350 1.473 0.607
C -0.247 1.918 -0.086
H 2.078 2.183 -1.504
H 0.792 2.622 -2.695
H 1.591 1.113 -2.816
H 0.044 -0.590 -2.278
H -1.461 -1.729 -0.564
H -2.745 -0.141 0.890
H -1.917 2.018 1.351
H 0.167 2.888 0.167
C 1.443 -2.095 1.141
C 0.975 -2.645 2.495
H 0.577 -2.312 0.507
H 1.404 -1.009 1.032
H 2.291 -2.493 0.593
H 0.758 -3.707 2.434
H 1.660 -2.376 3.298
H 0.041 -2.124 2.714
*
```

Below is C20H46O4P4Ru as an isolated structure in a non-equilibrium geometry, with properties calculated with wB97M-V/def2-TZVPD.

gap between HOMO and LUMO (alpha / beta)	6.8288 / 5.4612	eV
energy relative to the best compared isomer or geometry (same formula, charge and spin)	439.3	kJ/mol
largest force on an atom	6.21	eV/A

The geometry in ORCA input format:
```
! wB97M-V def2-TZVPD RIJCOSX def2/J DEFGRID3
* xyz 4 5
Ru 0.855 0.186 -1.001
P 1.984 0.806 0.871
P -0.544 1.816 -0.911
P 2.595 -0.541 -2.014
H -1.204 -0.631 1.411
C -0.926 -1.524 0.813
C 0.214 -2.194 0.980
H 0.977 -1.887 1.731
C 1.120 1.031 2.479
C 2.759 2.449 0.572
C 3.419 -0.194 1.460
C -2.282 1.329 -1.188
C -0.784 3.004 0.460
C -0.020 2.862 -2.296
C 3.259 -2.096 -1.335
C 3.985 0.611 -2.119
C 2.287 -0.991 -3.740
H -1.544 -1.612 -0.117
H 0.627 -2.843 0.171
H 0.773 0.073 2.887
H 0.242 1.680 2.393
H 1.780 1.481 3.237
H 2.024 3.179 0.226
H 3.541 2.362 -0.184
H 3.214 2.827 1.492
H 3.121 -1.238 1.608
H 3.783 0.178 2.428
H 4.266 -0.166 0.768
H -2.692 1.939 -2.001
H -2.861 1.498 -0.273
H -2.345 0.267 -1.447
H -1.342 3.863 0.065
H 0.166 3.362 0.864
H -1.370 2.544 1.268
H -0.716 3.704 -2.397
H -0.002 2.241 -3.203
H 0.997 3.222 -2.089
H 3.828 -2.603 -2.130
H 2.434 -2.751 -1.014
H 3.920 -1.915 -0.476
H 4.610 0.309 -2.967
H 4.578 0.604 -1.198
H 3.588 1.617 -2.294
H 3.185 -1.473 -4.142
H 2.061 -0.070 -4.287
H 1.422 -1.665 -3.799
C -1.069 -1.805 -3.402
C -2.052 -0.949 -3.937
C -2.737 -1.264 -5.106
C -2.461 -2.410 -5.850
C -1.469 -3.258 -5.357
C -0.807 -2.995 -4.152
O -0.399 -1.553 -2.222
H -0.228 -0.393 -1.961
H -2.242 -0.001 -3.432
H -3.500 -0.584 -5.480
H -2.980 -2.620 -6.789
H -1.215 -4.131 -5.953
H -0.059 -3.711 -3.809
C -2.159 -2.215 4.541
O -2.247 -1.034 3.734
P -1.577 0.418 4.104
O -2.116 0.717 5.639
C -1.231 0.615 6.777
O -2.494 1.433 3.189
C -3.857 1.670 3.556
H -1.294 -2.820 4.234
H -3.079 -2.781 4.360
H -2.082 -1.990 5.617
H -1.234 -0.406 7.188
H -0.194 0.890 6.526
H -1.602 1.307 7.540
H -4.350 2.030 2.651
H -4.355 0.753 3.897
H -3.900 2.437 4.333
*
```

Below is C4H8N2O in the gas phase, with properties calculated with wB97M-V/def2-TZVPD.

gap between HOMO and LUMO	10.6169	eV
SMILES	NC(=O)CN1CC1
energy relative to the best compared isomer or geometry (same formula, charge and spin)	156.3	kJ/mol
largest force on an atom	0.34	eV/A

The geometry in ORCA input format:
```
! wB97M-V def2-TZVPD RIJCOSX def2/J DEFGRID3
* xyz 0 1
N 1.952 0.110 -1.224
C 1.693 -0.662 -0.140
O 2.358 -1.638 0.163
C 0.519 -0.240 0.737
N -0.460 0.603 0.070
C -1.725 0.781 0.764
C -1.647 -0.046 -0.464
H 2.682 -0.196 -1.849
H 1.364 0.893 -1.463
H 0.115 -1.185 1.132
H 0.923 0.321 1.589
H -1.865 0.256 1.710
H -2.154 1.780 0.728
H -1.737 -1.126 -0.350
H -2.020 0.351 -1.405
*
```

Below is C9H17ClLuNOP as an isolated structure in a non-equilibrium geometry, with properties calculated with wB97M-V/def2-TZVPD.

gap between HOMO and LUMO	7.4893	eV
energy relative to the best compared isomer or geometry (same formula, charge and spin)	69.6	kJ/mol
largest force on an atom	4.38	eV/A

The geometry in ORCA input format:
```
! wB97M-V def2-TZVPD RIJCOSX def2/J DEFGRID3
* xyz 1 1
Lu -1.029 -0.045 -0.292
H 2.856 2.031 2.074
H 3.201 2.005 1.411
P 0.938 0.186 -2.209
C 1.887 -1.281 -2.747
H 2.181 -1.167 -3.802
H 2.783 -1.371 -2.117
H 1.271 -2.181 -2.631
C -0.230 0.356 -3.632
H -0.742 1.328 -3.567
H 0.325 0.296 -4.580
H -0.974 -0.457 -3.592
C 2.176 1.482 -2.579
H 3.055 1.334 -1.932
H 2.497 1.428 -3.630
H 1.750 2.472 -2.378
C 0.794 -1.425 0.342
O 1.743 -1.932 0.750
H -0.755 1.756 -0.505
H -1.548 -1.716 -0.816
Cl -4.891 -0.884 3.293
C -3.224 -0.509 3.214
C -2.443 -0.553 4.369
C -1.083 -0.230 4.262
C -0.533 0.058 3.017
N -1.303 0.067 1.904
C -2.647 -0.171 1.984
H -2.903 -0.824 5.318
H -0.440 -0.213 5.134
H 0.529 0.272 2.881
H -3.240 -0.112 1.056
*
```

Below is a 2-piece molecular cluster, C4H10O2 overall, with properties calculated with wB97M-V/def2-TZVPD.

gap between HOMO and LUMO	8.4016	eV
energy relative to the best compared isomer or geometry (same formula, charge and spin)	310.6	kJ/mol
largest force on an atom	0.46	eV/A

The geometry in ORCA input format:
```
! wB97M-V def2-TZVPD RIJCOSX def2/J DEFGRID3
* xyz 0 1
C -0.092 -1.210 -1.166
C -0.246 -0.219 -0.075
C 0.028 -0.618 1.331
O 1.627 1.078 -0.165
C -0.956 1.045 -0.308
O -0.670 2.058 0.463
H -0.771 -0.994 -1.998
H 0.932 -1.077 -1.536
H -0.207 -2.245 -0.830
H -0.746 -1.332 1.645
H 0.988 -1.136 1.411
H -0.005 0.267 1.969
H 2.207 0.981 0.601
H -1.069 1.219 -1.405
H -1.935 0.443 -0.074
H 0.915 1.739 0.137
*
```

Below is C5H8OS in the gas phase in a non-equilibrium geometry, with properties calculated with wB97M-V/def2-TZVPD.

gap between HOMO and LUMO (alpha / beta)	6.7145 / 7.4400	eV
energy relative to the best compared isomer or geometry (same formula, charge and spin)	196.9	kJ/mol
largest force on an atom	4.76	eV/A

The geometry in ORCA input format:
```
! wB97M-V def2-TZVPD RIJCOSX def2/J DEFGRID3
* xyz 0 3
C -0.756 1.753 -0.193
C -1.039 0.519 0.209
C 0.852 -0.505 -1.294
C 1.122 -0.441 1.296
C -0.305 -0.710 -0.306
O -0.879 -1.979 -0.053
S 2.146 0.025 -0.204
H -1.192 2.579 0.362
H -0.089 2.108 -1.002
H -1.844 0.338 0.915
H 1.056 -1.475 -1.890
H 0.445 0.236 -2.010
H 0.611 0.515 1.651
H 1.488 -1.193 1.911
H -1.617 -1.771 0.607
*
```